No. 1
Entry from the OMol25 dataset: 2 unconnected molecules or ions with the total composition C35H40N2O5 in a non-equilibrium geometry (ωB97M-V/def2-TZVPD).

energy relative to the best compared isomer or geometry (same formula, charge and spin) = 1.228 eV
total charge = 0
max |F| = 1.27 eV Å⁻¹
E_tot = -50160.0816 eV

CARTESIAN COORDINATES (ANGSTROEM)
C -0.8694 -5.3761 0.5379
C 1.0237 0.6455 1.2663
C -4.8512 -0.5503 -3.4733
H -1.9972 3.8200 2.8116
C 2.1390 1.1426 -2.9899
O -3.5304 -2.9621 -0.5217
H 3.0629 2.8896 -5.0327
C 0.6462 3.0881 -7.0397
C 0.7443 -1.1507 -0.3763
H 0.3710 4.1131 -6.7833
H 3.8554 0.4698 7.5209
H 2.0996 2.7996 4.7218
H 0.2050 2.8456 -8.0049
C 1.9165 0.5634 -1.7553
C 2.5378 2.2112 -5.7269
H -4.0024 -2.4882 -3.0001
H 0.7202 1.8471 5.2963
H 2.6568 2.9410 6.9944
C 2.4376 1.9196 6.6798
H -0.6734 -7.0455 1.8974
C -1.3989 -3.2092 1.5312
O -1.7853 1.2094 0.7254
H -1.0120 -1.0759 -2.4221
C -1.4611 2.9784 2.3635
H -1.1237 -3.5624 -0.5855
C 1.2207 -0.7135 0.8863
H -1.4768 -3.2033 3.6911
H -5.6157 -0.9378 -4.1465
H 4.3977 0.0141 4.7980
H -0.7748 0.1920 -4.5341
C 3.6954 1.0453 6.6082
C -1.1305 -4.0061 0.4064
C -1.7638 -1.7438 1.5088
O -1.6213 -1.0615 2.5392
H 0.4599 -2.1976 -0.4935
H 2.4824 2.3080 -7.8815
H -0.3420 1.2475 -6.4256
O -3.9391 0.5484 0.5278
H 3.0458 1.7119 -3.1897
H -5.2585 0.3204 -2.9497
H 2.6285 0.7289 -0.9466
C -3.1106 -1.8146 -0.6182
C 1.3546 1.1049 2.5177
C -4.4518 -1.6205 -2.5013
C 1.8997 -1.5670 1.8034
C -0.0012 0.2621 -3.7649
H -2.0343 3.2078 0.2880
C 0.1146 2.1365 -5.9642
C -2.2461 -1.1031 0.3168
C -2.7470 0.2894 0.5109
H 0.5468 1.3132 0.5535
H 4.5790 1.6640 6.4169
C 2.1701 2.9309 -7.0386
O -3.4679 -1.0128 -1.6465
H 3.2214 -0.9140 5.7394
H -0.4565 3.3363 2.1134
C 1.1567 1.0516 -4.0147
H 3.2200 1.3645 -5.9197
H -0.7071 -5.9763 -0.3575
C -0.1391 -0.4423 -2.5873
C 2.0218 0.2452 3.4250
H -3.9930 -0.2225 -4.0675
H 1.7236 1.4811 7.3840
C -0.8617 -5.9747 1.7987
H -1.0960 -5.6344 3.9268
C 3.4847 0.1061 5.4103
N 2.3995 0.7041 4.6523
H 2.6732 3.8963 -7.1171
C 2.3105 -1.0905 3.0286
H -1.3859 2.1751 3.1073
H 1.1397 2.1372 2.8027
H 2.1057 -2.5983 1.5142
C -2.2197 2.5428 1.1401
C 0.8191 -0.3310 -1.5387
C -1.3268 -3.8181 2.8001
H 2.8365 -1.7429 3.7273
H -5.3067 -1.9579 -1.9034
H -3.2919 2.4958 1.3482
C 1.8225 1.8839 5.2718
H -0.6605 2.6111 -5.3421
N 1.2724 1.7493 -5.1816
C -1.0873 -5.1848 2.9329

Atoms 1-6, force components in eV/Å:
C -0.0614 0.3205 0.1149
C 0.0502 -0.0359 -0.0374
C -0.1697 0.2349 -0.2964
H 0.0779 -0.0351 0.0365
C -0.2761 0.0168 -0.2494
O 0.2731 0.6908 -0.3822

No. 2
Entry from the OMol25 dataset: a gas-phase ion, C11H20N2O2 (charge +2) in a non-equilibrium geometry (ωB97M-V/def2-TZVPD).

energy relative to the best compared isomer or geometry (same formula, charge and spin) = 0.264 eV
total charge = +2
max |F| = 4.73 eV Å⁻¹
E_tot = -18783.5429 eV

CARTESIAN COORDINATES (ANGSTROEM)
H -0.8051 0.7497 4.8519
H 1.2423 1.6641 -2.1759
H 1.5151 -1.4682 -0.2069
N 1.6665 1.6428 -0.1865
C -1.2724 -0.1927 -1.8610
H -0.8982 -2.2488 -1.1160
H 2.3422 1.4312 0.4911
H -2.5877 1.1287 -2.1279
H 1.3181 -1.2428 -2.7455
C 0.2766 -1.3604 -2.7237
H 0.4459 -2.7027 2.5274
H -0.3523 0.3939 -3.7478
C -0.8027 -0.4144 -3.1843
H 2.9474 1.2522 -1.9626
N -2.0659 0.6809 -1.4069
H 0.2124 1.5213 3.7836
C -0.2499 0.5972 3.9295
H -1.6440 -1.1230 3.3486
O -0.9887 -0.2988 1.6055
O 0.8162 -1.8845 2.1875
H -0.8125 -2.3339 1.0401
H 0.5164 -0.0930 4.1412
H -1.6487 -0.6259 -3.9833
C 0.5284 -0.9074 -0.0413
C 0.5851 0.5410 0.1905
C 2.1404 1.8680 -1.6323
C -0.1399 -1.5079 1.2012
H -1.9144 0.9200 -0.3903
C -0.4008 0.8588 1.0199
H 1.1815 2.5542 0.0647
C -1.3289 -0.0515 3.0809
C -0.2947 -1.3198 -1.3185
H 2.3076 2.9356 -1.8376
H 0.2115 -2.3864 -3.1562
H -2.2450 0.6442 3.1699

Atoms 1-6, force components in eV/Å:
H -0.0027 -0.1166 0.4360
H -0.3592 -0.4078 -0.7031
H -1.0878 0.7611 0.6030
N -3.5456 0.0544 -1.0845
C 1.5021 -1.6612 1.1135
H 0.4102 0.9245 -0.1349

No. 3
Entry from the OMol25 dataset: 9 unconnected molecules or ions with the total composition C41H45BF12N3O30PS in a non-equilibrium geometry (ωB97M-V/def2-TZVPD).

total charge = 0
max |F| = 1.84 eV Å⁻¹
E_tot = -162553.3678 eV

CARTESIAN COORDINATES (ANGSTROEM)
F -2.0054 1.5331 1.2362
O 5.6294 1.0670 -1.7851
C 0.1991 0.6351 1.1587
O 2.6497 5.9222 1.1255
C 2.4977 -6.0718 -2.7448
H 2.5629 -2.1117 -5.0381
H -3.5279 -0.9590 -0.9079
C 1.2809 6.1826 1.4927
H -8.3959 -0.8109 0.7544
C 4.3910 8.7851 2.8064
C 4.3868 10.2813 2.5758
H 0.7125 5.7251 6.8280
H -4.8318 -4.1288 -3.5571
F -7.5804 1.7183 2.0525
O -3.6378 -1.1150 -4.5771
C 1.4722 5.5176 8.8853
H 1.5187 6.2874 3.6786
C -5.7822 0.4083 -0.4538
O -4.2976 -3.4101 -1.6969
O -6.1704 1.4648 0.3051
C 1.5155 6.0754 7.4795
H -5.1711 -6.8971 -0.4826
O 3.0056 8.4769 2.7533
H 0.4649 5.3215 9.2406
C 2.8725 -0.2941 -3.9872
O 1.3280 9.2782 1.4800
O -0.8309 1.4803 -0.6972
C 0.4478 1.1561 -1.0198
O 2.7563 5.5828 7.0000
H 5.8824 0.1340 0.0264
C -0.1137 -1.4188 -3.2807
O 3.8212 3.6204 7.3247
O 2.9784 0.3897 3.5519
H 1.0721 7.2501 1.4641
F 4.9863 1.3810 3.8773
C -0.5420 -0.3383 -5.5496
C -1.1546 0.7795 0.4996
O -7.6841 -7.4534 -1.5012
H -1.0887 -8.0781 -1.0398
F -5.8772 -7.3352 -2.8532
H 2.7689 -4.8844 -0.9989
C -0.4035 -0.1479 -4.0323
H -1.6397 -0.1651 0.2479
C -1.5765 -4.7286 -0.3829
O 0.8757 -0.3002 3.9628
C 1.1869 -2.0575 -3.3482
C -6.6699 -6.6154 -2.0217
C -1.4387 -1.5035 -5.9621
H -4.5885 -1.3126 -4.6126
O 4.1565 4.3746 1.7578
H -5.4924 -5.1919 -0.8623
C -0.3349 -5.4102 -0.4537
N -0.7581 -8.2236 -0.0943
H 4.2441 10.8281 3.5084
H 3.6597 1.4824 6.0121
F 0.8798 -5.4603 -4.4049
O -8.9247 -7.3222 0.3819
O 1.0713 0.5701 0.0216
H -6.9756 -0.7069 1.8166
H 0.4103 0.5388 -3.8239
H -0.9396 -6.5797 1.7177
C 3.0964 4.9029 1.8731
C 3.0138 4.4194 7.6634
H 1.1218 -7.0105 0.9882
C 1.2232 5.5995 2.8851
C 3.0996 1.9593 5.2105
H 2.0698 -6.4531 -0.6880
H 4.2669 -5.4313 -3.2337
H 5.8998 2.3139 1.1662
C 2.2538 -1.4765 -4.2059
H 3.0579 3.0230 5.3833
H 3.4272 2.3324 3.0670
H -1.3008 0.2996 -3.6044
C -0.8115 -3.0611 -1.8759
H 0.6160 5.6531 0.8089
O 0.9435 1.3498 -2.0828
P -0.2148 -6.9122 0.5619
H 0.4520 1.5124 1.7574
H -3.2336 -3.3950 -3.5060
O -6.9911 -6.1831 0.1989
C 5.2918 0.9384 -0.4163
N -1.0832 -1.9058 -2.5499
H -1.0116 0.5679 -5.9404
C -5.9389 -6.1782 -0.7742
C 0.6697 -4.9049 -1.2509
H 0.4362 -0.3775 -6.0278
C 1.7864 0.4210 4.2076
H 0.2871 -0.2529 1.7730
H -1.3557 -2.3877 -5.3295
H 4.9169 8.2050 2.0464
O 3.3593 -5.1791 -3.4179
C 2.4142 9.4012 1.9428
B -3.2403 -2.8630 -1.0064
F -2.5416 -5.2467 0.3995
H 3.3140 -0.0408 -3.0291
F 1.5377 7.4279 7.4630
O -3.8189 -2.1500 -6.7765
H 5.2805 10.6437 2.0771
H 4.7567 2.9950 -0.0020
O 6.6760 2.7298 -0.7251
O 1.7786 1.3927 5.1405
H -8.2167 1.5736 0.1672
F 0.0079 5.0807 3.1767
H -3.5113 -5.0090 -2.8084
H 2.9276 0.4422 -4.7860
C 1.3944 -6.4875 -3.7129
C -7.4525 1.1600 0.8273
H -1.1847 -1.8248 -6.9730
O -4.8859 0.4329 -1.2334
H 3.0755 -6.9831 -2.5677
C 6.6025 2.0221 -1.8766
C -3.9355 -4.0109 -2.9472
H -7.1296 -5.8028 -2.5876
F 3.9778 0.6285 -0.3087
C 0.4268 -3.7038 -1.9618
C 5.5964 2.3168 0.1232
O 2.1744 4.5432 2.8070
O 2.2082 4.2982 8.7391
C -1.8308 -3.5976 -1.0692
N 1.4308 -3.1675 -2.7013
C -7.4205 -0.3520 0.8864
O 3.2328 10.4490 1.7413
O 7.2853 2.1967 -2.8264
F 4.8724 8.4562 4.0253
C 2.0127 -5.5923 -1.3477
O -3.3081 0.2159 -6.6766
F 1.9243 -7.3233 -4.6404
O -6.5550 -0.6675 -0.2091
C -7.9634 -7.0184 -0.2370
O -3.4087 -1.7060 -0.2935
F 0.4113 -7.1639 -3.1016
H 1.9852 6.1721 9.5907
C 3.6493 1.6057 3.8475
S -3.1490 -1.0775 -6.0895

Atoms 1-6, force components in eV/Å:
F 0.0114 0.0652 -0.0576
O 0.2669 -0.1147 0.1462
C -0.0052 -0.2012 0.0364
O -0.0945 -0.0447 0.0742
C 0.4651 -0.0879 0.4412
H -1.0791 0.6673 -0.8997

Number 1: gap between HOMO and LUMO 5.306 eV. Number 2: gap between HOMO and LUMO 8.413 eV. Number 3: gap between HOMO and LUMO 7.954 eV.